Entry 1:
C4H5N | ωB97M-V/def2-TZVPD

The geometry in XYZ format:
```
10
Properties=species:S:1:pos:R:3
C 1.572 0.916 1.109
C 0.201 0.694 0.920
C -0.552 -0.559 0.554
C -0.674 -0.651 -0.965
H 2.318 0.061 1.413
H 1.993 1.997 0.994
H -0.256 1.669 0.710
H -1.575 -0.602 0.935
H -0.054 -1.472 1.008
N -0.816 -0.579 -2.109
```

Properties
LUMO = 0.80 eV
SMILES = C=CCC#N
net charge = 0
ΔE to the lowest compared entry with this formula, charge and spin = 1.612 eV
highest occupied orbital energy = -10.20 eV
HOMO-LUMO gap = 10.998 eV

---

Entry 2:
C33H25FIO4 | ωB97M-V/def2-TZVPD

The geometry in XYZ format:
```
64
Properties=species:S:1:pos:R:3
C -2.565 -1.365 5.868
C -2.605 0.178 5.835
C -2.589 0.929 4.516
I -4.228 0.059 3.263
C -1.288 0.673 3.709
C -0.062 0.453 4.553
F 1.031 0.162 3.703
H -1.977 -1.763 5.039
H -2.104 -1.726 6.793
H -3.567 -1.783 5.814
H -3.505 0.491 6.371
H -1.767 0.554 6.431
H -1.089 1.562 3.102
H -1.351 -0.165 3.005
H 0.221 1.353 5.097
H -0.147 -0.393 5.229
C 1.598 7.260 -0.909
C 0.318 6.773 -1.154
C 0.028 5.439 -0.933
C 1.018 4.582 -0.471
C 2.304 5.067 -0.235
C 2.589 6.409 -0.452
C 3.395 4.163 0.239
O 4.511 4.594 0.447
C 3.066 2.726 0.438
C 4.066 1.855 0.850
C 3.776 0.517 1.055
C 2.488 0.040 0.844
C 1.487 0.904 0.439
C 1.770 2.245 0.230
C 0.677 3.148 -0.225
O -0.451 2.741 -0.398
H 1.821 8.305 -1.076
H -0.455 7.440 -1.514
H -0.965 5.048 -1.109
H 3.588 6.772 -0.257
H 5.064 2.238 1.014
H 4.554 -0.158 1.386
H 2.260 -1.003 1.016
H 0.480 0.541 0.290
C -1.924 -0.637 -1.231
C -2.790 -0.533 -2.312
C -2.764 -1.481 -3.321
C -1.861 -2.535 -3.259
C -0.978 -2.631 -2.178
C -1.022 -1.685 -1.163
C 0.026 -3.728 -2.100
O 0.796 -3.820 -1.169
C 0.063 -4.717 -3.220
C 1.014 -5.729 -3.192
C 1.061 -6.661 -4.213
C 0.154 -6.590 -5.266
C -0.793 -5.582 -5.300
C -0.840 -4.639 -4.280
C -1.858 -3.548 -4.349
O -2.648 -3.497 -5.268
H -1.953 0.103 -0.442
H -3.489 0.291 -2.364
H -3.439 -1.416 -4.163
H -0.346 -1.775 -0.324
H 1.708 -5.774 -2.365
H 1.804 -7.447 -4.191
H 0.189 -7.323 -6.062
H -1.503 -5.512 -6.112
```

Properties
LUMO = 0.74 eV
net charge = -1
highest occupied orbital energy = -2.22 eV
HOMO-LUMO gap = 2.961 eV

---

Entry 3:
C4H6NS | ωB97M-V/def2-TZVPD

The geometry in XYZ format:
```
12
Properties=species:S:1:pos:R:3
C 1.810 -0.074 0.880
C 1.165 0.297 -0.197
C 0.096 -0.041 -1.175
C -1.108 -0.530 -0.301
N 0.928 0.981 1.039
S -0.963 0.227 1.447
H 2.633 -0.560 1.405
H 0.427 -0.858 -1.739
H -0.244 0.927 -1.578
H -1.153 -1.557 -0.113
H -1.936 -0.177 -0.722
H -1.653 1.365 1.055
```

Properties
LUMO = -4.87 eV
net charge = +1
ΔE to the lowest compared entry with this formula, charge and spin = 3.841 eV
highest occupied orbital energy = -14.08 eV
HOMO-LUMO gap = 9.207 eV

---

Entry 4:
C30H50BrN3OP2Pd | ωB97M-V/def2-TZVPD

The geometry in XYZ format:
```
88
Properties=species:S:1:pos:R:3
C 8.386 -3.987 -1.989
C 7.277 -3.838 -2.844
C 7.399 -4.336 -4.154
C 8.596 -4.953 -4.545
N 9.631 -5.085 -3.716
C 9.542 -4.620 -2.470
C 6.055 -3.198 -2.395
C 5.031 -2.638 -2.020
C 3.877 -2.003 -1.549
C 3.422 -2.331 -0.260
C 2.256 -1.750 0.208
C 1.599 -0.899 -0.684
C 2.038 -0.484 -1.923
C 3.220 -1.077 -2.374
Pd -0.179 -0.323 -0.037
P -1.341 -2.180 -0.117
H 6.582 -4.252 -4.868
H 8.364 -3.625 -0.963
H 8.711 -5.351 -5.563
H 10.419 -4.751 -1.820
H 3.627 -0.835 -3.356
H 3.985 -3.037 0.346
H 1.476 0.256 -2.486
H 1.859 -1.941 1.195
C -3.122 -1.838 -0.077
C -4.023 -2.932 -0.658
H -3.242 -0.885 -0.617
H -3.375 -1.642 0.975
H -5.070 -2.652 -0.485
H -3.892 -3.043 -1.743
H -3.864 -3.909 -0.184
C -0.912 -2.944 -1.715
C -0.407 -4.379 -1.632
H -0.145 -2.288 -2.156
H -1.800 -2.864 -2.357
H -0.209 -4.742 -2.649
H 0.533 -4.448 -1.071
H -1.142 -5.056 -1.178
C -0.858 -3.225 1.288
C -1.873 -4.291 1.693
H -0.666 -2.539 2.128
H 0.109 -3.679 1.036
H -1.448 -4.883 2.514
H -2.810 -3.852 2.059
H -2.105 -4.990 0.878
Br -1.502 1.369 -1.382
P -1.077 -0.024 -5.827
C -1.840 -1.417 -4.910
C -3.240 -1.741 -5.439
H -1.860 -1.115 -3.853
H -1.167 -2.279 -5.028
H -3.546 -2.739 -5.106
H -3.981 -1.021 -5.073
H -3.266 -1.729 -6.536
C -1.191 1.395 -4.689
C -1.263 2.737 -5.417
H -0.326 1.341 -4.013
H -2.090 1.229 -4.078
H -1.633 3.500 -4.725
H -0.276 3.050 -5.770
H -1.944 2.688 -6.274
C 0.718 -0.431 -5.834
C 1.154 -1.127 -7.127
H 0.920 -1.052 -4.951
H 1.244 0.528 -5.721
H 2.245 -1.097 -7.217
H 0.848 -2.179 -7.144
H 0.731 -0.635 -8.011
C -0.775 -0.065 3.683
N -0.880 1.378 3.601
C -0.717 2.071 4.868
C -0.431 1.989 2.433
O 0.275 1.380 1.580
N -0.759 3.302 2.253
C -1.845 3.964 2.956
C -0.251 3.998 1.089
H -0.986 -0.357 4.716
H 0.227 -0.419 3.398
H -1.514 -0.538 3.020
H -0.356 3.094 4.708
H -1.673 2.110 5.415
H 0.007 1.533 5.502
H -1.460 4.721 3.651
H -2.478 4.477 2.225
H -2.445 3.236 3.503
H 0.403 3.326 0.535
H -1.081 4.313 0.452
H 0.299 4.889 1.411
```

Properties
LUMO (alpha / beta) = -6.81 / -8.93 eV
net charge = +2
ΔE to the lowest compared entry with this formula, charge and spin = 0.000 eV
highest occupied orbital energy (alpha / beta) = -12.73 / -12.72 eV
2S+1 = 3
HOMO-LUMO gap (alpha / beta) = 5.926 / 3.794 eV

---

Entry 5:
C2H8N4O | ωB97M-V/def2-TZVPD

The geometry in XYZ format:
```
15
Properties=species:S:1:pos:R:3
C -0.791 -0.648 -1.196
C 1.379 1.855 2.626
N -1.413 -0.970 -2.340
N 0.058 -1.560 -0.760
N 1.040 0.651 1.447
N -0.842 0.514 -0.619
O 1.319 -0.579 1.548
H 1.896 1.662 3.524
H 1.132 2.866 2.416
H -1.351 -1.988 -2.557
H -1.726 -0.240 -2.910
H -0.228 -2.537 -0.862
H 0.613 -1.268 -0.011
H 0.272 1.134 0.893
H -1.358 1.108 -1.198
```

Properties
LUMO (alpha / beta) = 0.81 / 0.40 eV
SMILES = C=[NH+][O-].N=C(N)N
net charge = 0
ΔE to the lowest compared entry with this formula, charge and spin = 5.945 eV
highest occupied orbital energy (alpha / beta) = -8.77 / -8.51 eV
HOMO-LUMO gap (alpha / beta) = 9.581 / 8.914 eV

---

Entry 6:
C22H24N2O9S | ωB97M-V/def2-TZVPD

The geometry in XYZ format:
```
58
Properties=species:S:1:pos:R:3
C -1.724 -2.261 1.746
H -2.775 -2.010 1.883
H -1.647 -3.203 1.195
H -1.244 -2.369 2.723
O -1.172 -1.188 1.018
C 0.146 -1.233 0.682
C 1.013 -2.271 0.992
C 2.342 -2.209 0.598
C 2.795 -1.114 -0.104
C 1.953 -0.065 -0.427
C 0.627 -0.112 -0.033
N -0.294 0.903 -0.306
C -0.031 2.180 -0.662
O 1.062 2.655 -0.861
C -1.290 3.054 -0.794
H -1.311 3.486 -1.797
H -1.229 3.861 -0.055
O -2.488 2.315 -0.613
C -3.147 2.447 0.538
O -2.906 3.253 1.392
C -4.276 1.426 0.602
O -3.820 0.238 -0.006
C -4.823 -0.635 -0.360
C -4.464 -1.924 -0.731
C -5.438 -2.850 -1.050
C -6.778 -2.498 -0.990
C -7.142 -1.211 -0.647
C -6.169 -0.266 -0.345
O -6.563 1.015 -0.041
C -5.520 1.949 -0.135
H -5.881 2.875 0.316
H -5.253 2.122 -1.187
H -8.176 -0.906 -0.612
H -7.540 -3.224 -1.224
H -5.151 -3.849 -1.339
H -3.416 -2.171 -0.764
H -4.537 1.248 1.656
H -1.260 0.634 -0.149
H 2.336 0.783 -0.968
S 4.490 -1.051 -0.673
O 5.250 -2.009 0.087
O 4.509 -1.165 -2.101
N 4.876 0.529 -0.280
C 5.748 1.235 -1.199
H 5.478 0.919 -2.206
C 7.213 0.909 -0.903
H 7.884 1.523 -1.507
O 7.531 1.189 0.444
C 6.731 0.430 1.325
H 7.040 0.712 2.334
C 5.242 0.722 1.108
H 4.631 0.049 1.710
H 5.015 1.760 1.372
H 6.906 -0.643 1.167
H 7.391 -0.156 -1.117
H 5.563 2.307 -1.079
H 3.032 -3.002 0.833
H 0.666 -3.131 1.542
```

Properties
LUMO = 0.47 eV
SMILES = COc1ccc(S(=O)(=O)N2CCOCC2)cc1NC(=O)COC(=O)[C@H]1COc2ccccc2O1
net charge = 0
ΔE to the lowest compared entry with this formula, charge and spin = 0.292 eV
highest occupied orbital energy = -8.78 eV
HOMO-LUMO gap = 9.241 eV